{"formula": "C5H8N2O", "method": "ωB97M-V/def2-TZVPD", "elements": ["C", "N", "C", "C", "C", "C", "N", "O", "H", "H", "H", "H", "H", "H", "H", "H"], "coordinates": [[-1.4015, -0.8139, 0.0109], [-0.2470, 0.0041, -0.2950], [0.3510, 0.9504, 0.2127], [-0.9781, 1.5062, -1.8673], [1.1383, -0.7686, 1.6017], [1.9512, -1.7178, 1.1962], [-0.6219, 2.6595, -2.1279], [0.9834, 1.9320, 0.3307], [0.0626, 3.0885, -1.4969], [-1.7293, 0.9576, -2.4489], [0.9704, -0.4414, 2.6253], [-1.9693, -0.4316, 0.8583], [-1.1020, -1.8357, 0.2291], [-2.0491, -0.8283, -0.8670], [2.0479, -1.9919, 0.1482], [2.5935, -2.2691, 1.8898]], "atomic_forces_ev_per_a": [[-0.09, 0.12, 0.09], [0.17, 0.84, 0.30], [0.40, -1.14, -0.25], [-0.54, 0.77, -0.76], [0.54, -0.25, 0.74], [-0.05, 0.12, -0.13], [0.02, -0.14, 0.09], [-0.48, -0.47, 0.25], [-0.11, -0.15, -0.13], [0.07, -0.02, -0.09], [-0.02, 0.07, -0.08], [0.05, 0.05, -0.03], [0.17, 0.03, -0.02], [0.06, 0.03, 0.04], [0.00, 0.07, 0.02], [-0.19, 0.07, -0.04]], "lumo_energy_ev": [0.0, 0.7], "total_energy_ha": -379.82469, "e_above_lowest_kcal_mol": 165.3}

---

{"formula": "C5H8N2O", "method": "ωB97M-V/def2-TZVPD", "elements": ["C", "C", "C", "C", "O", "N", "C", "N", "H", "H", "H", "H", "H", "H", "H", "H"], "coordinates": [[1.0470, -0.8883, -1.7378], [-0.2374, -0.6246, -1.0317], [-0.5685, 0.2699, -0.0726], [-1.8624, 0.1302, 0.5155], [-2.6230, -0.5341, -0.1013], [0.2658, 1.3353, 0.3411], [1.4163, 0.9874, 0.8290], [1.8450, -0.1901, 1.2840], [0.8548, -1.2185, -2.7456], [1.5412, -1.7480, -1.4102], [1.7135, -0.0264, -1.7126], [-0.9418, -1.3481, -1.2866], [-1.9712, 0.6014, 1.5057], [2.2224, 1.7574, 0.9166], [1.2032, -0.9118, 1.4831], [2.8162, -0.0974, 1.6704]], "atomic_forces_ev_per_a": [[-0.55, 1.86, -0.44], [1.22, 0.34, 0.70], [2.66, 0.24, -0.95], [0.97, 0.48, 0.13], [-3.42, -1.09, 0.22], [1.52, -0.77, 0.17], [-0.75, 2.43, -0.63], [2.71, 0.64, 0.42], [-0.30, 0.53, -0.76], [0.94, -1.30, 1.40], [0.16, -0.15, -0.17], [-1.45, -0.86, -0.12], [-0.69, -0.01, 0.13], [-0.90, -0.29, -0.05], [-0.27, -0.98, 0.25], [-1.86, -1.06, -0.30]], "lumo_energy_ev": 0.6, "total_energy_ha": -380.00944, "smiles": "C/C=C(C=O)\\N=C/N", "e_above_lowest_kcal_mol": 49.4}

---

{"formula": "C5H8N2O", "method": "ωB97M-V/def2-TZVPD", "elements": ["O", "C", "C", "C", "N", "C", "N", "C", "H", "H", "H", "H", "H", "H", "H", "H"], "coordinates": [[-2.4874, 0.0874, -0.7774], [-1.7433, -0.4650, 0.2102], [-0.4329, -0.7301, -0.2354], [0.8788, -1.5335, -0.0355], [1.8477, -0.4594, -0.5156], [1.5690, 0.7719, -0.3654], [0.2863, 1.6029, -0.1038], [-0.4887, 0.4431, 0.6830], [-1.8643, 1.0671, -1.0990], [-2.4710, -0.6837, 1.1318], [-0.4626, -0.4404, -1.2981], [1.1682, -2.5404, -0.3526], [1.2165, -1.5451, 1.1732], [2.4639, 1.4284, -0.7273], [0.5353, 2.3704, 0.6019], [-0.0156, 0.6264, 1.7100]], "atomic_forces_ev_per_a": [[1.08, 5.17, -2.60], [-2.68, 2.58, 4.35], [3.74, -2.97, 0.21], [1.31, 2.04, 3.72], [-0.88, -0.52, 1.11], [1.28, 2.53, -2.00], [0.75, -2.67, 1.75], [1.32, 2.39, -0.60], [-2.92, -4.35, 1.22], [2.16, -0.54, -2.08], [0.32, 0.02, 0.50], [-0.57, 0.48, -0.77], [-1.35, -0.28, -3.00], [-1.82, -0.64, 0.83], [-0.42, -1.37, -1.45], [-1.33, -1.87, -1.17]], "lumo_energy_ev": 0.7, "total_energy_ha": -379.83603, "smiles": "O[C@H]1[C@@H]2CN=CN[C@@H]12", "e_above_lowest_kcal_mol": 158.2}

---

{"formula": "C5H8N2O", "method": "ωB97M-V/def2-TZVPD", "elements": ["O", "C", "C", "N", "C", "N", "C", "C", "H", "H", "H", "H", "H", "H", "H", "H"], "coordinates": [[-1.2006, -0.8538, 1.4334], [-0.8255, -0.5189, 0.0999], [0.0528, -1.3331, -0.6392], [1.4422, -1.0431, -0.0659], [1.7298, 0.1048, 0.4623], [0.8438, 1.3180, 0.5762], [-0.2406, 0.9064, -0.4199], [-1.7828, 0.6995, -0.2989], [-0.2296, -1.0169, 1.7134], [0.2539, -1.2681, -1.7300], [0.0081, -2.3104, -0.5670], [2.8466, 0.3057, 0.7272], [1.3355, 2.2898, 0.5019], [0.2068, 0.9308, -1.3637], [-2.5132, 0.7909, -1.1503], [-1.9271, 0.9983, 0.7207]], "atomic_forces_ev_per_a": [[4.86, -0.18, -0.84], [-4.46, 4.78, -2.16], [3.87, 1.38, -1.54], [0.55, 1.50, 0.97], [0.81, 1.09, -0.90], [0.11, -0.74, -1.13], [-0.86, 0.57, 3.90], [2.92, -0.98, -0.34], [-2.23, -0.08, 0.88], [-0.98, 0.88, 0.50], [-0.82, -5.14, 1.05], [-2.18, -0.44, -0.08], [-1.14, -2.67, -0.05], [0.16, -0.58, -1.48], [1.01, 0.05, 1.17], [-1.61, 0.55, 0.05]], "lumo_energy_ev": 0.8, "total_energy_ha": -379.88194, "smiles": "O[C@]12CN=CN[C@@H]1C2", "e_above_lowest_kcal_mol": 129.4}

---

{"formula": "C5H8N2O", "method": "ωB97M-V/def2-TZVPD", "elements": ["C", "C", "C", "C", "C", "H", "H", "H", "H", "H", "H", "H", "H", "N", "N", "O"], "coordinates": [[1.4865, -0.3815, 1.3238], [0.0035, -0.8850, 1.3127], [-0.5041, 0.3345, 0.8919], [-1.3722, 0.3736, -1.1527], [0.8612, 0.4224, 0.3060], [1.6025, 0.0801, 2.3239], [2.2041, -0.8837, 1.0833], [-0.2005, -1.5304, 2.2661], [0.0723, -1.7190, 0.5830], [-0.6782, 1.1162, 1.6308], [-2.0989, -0.0714, -1.9357], [-0.2435, -0.3586, -2.7465], [1.3317, 1.5243, 0.4898], [-1.7981, 0.2424, 0.1024], [-0.0594, 0.2450, -1.8050], [1.0205, -0.0942, -0.9834]], "atomic_forces_ev_per_a": [[-8.74, 3.77, 4.54], [2.38, -9.43, 5.32], [-3.92, 2.34, -0.92], [-1.54, -4.35, -0.27], [2.70, 8.24, -1.81], [0.37, 0.44, -0.95], [7.90, -6.16, -2.66], [-0.68, 1.54, -1.18], [-0.88, 0.89, -0.24], [0.39, -0.22, 0.26], [0.62, 1.85, 0.94], [1.47, 1.45, 3.46], [-1.13, -1.54, -1.73], [4.07, 1.66, -3.32], [-3.57, 0.39, -1.06], [0.54, -0.86, -0.39]], "lumo_energy_ev": 0.8, "total_energy_ha": -379.81573, "e_above_lowest_kcal_mol": 171.0}

---

{"formula": "C5H8N2O", "method": "ωB97M-V/def2-TZVPD", "elements": ["C", "C", "C", "C", "O", "H", "H", "H", "H", "H", "H", "N", "C", "N", "H", "H"], "coordinates": [[-2.1047, 0.4871, -0.8203], [-0.9174, 0.7242, -0.2527], [-0.3712, -0.3655, 0.7690], [0.3698, 0.2682, 1.9240], [-0.8992, -1.4676, 0.7876], [-2.4330, -0.5371, -0.9405], [-2.8194, 1.2639, -1.0496], [-0.6367, 1.7541, -0.0570], [-0.3484, 0.6969, 2.6209], [1.0228, -0.4818, 2.3680], [1.0117, 1.0767, 1.5758], [1.4061, -1.2768, -0.3399], [1.4856, -0.4485, -1.2637], [2.2275, 0.1824, -1.9977], [0.8484, -2.1184, -0.3273], [2.1581, 0.2423, -2.9966]], "atomic_forces_ev_per_a": [[0.56, -0.23, 0.35], [-0.75, -0.68, 1.42], [-2.47, 0.71, -0.65], [0.75, -0.39, -0.56], [0.49, 0.81, 0.39], [-0.14, -0.07, 0.22], [0.28, 0.19, -0.59], [0.31, -0.03, -0.11], [-0.06, -0.23, 0.12], [-0.28, 0.02, 0.35], [-0.05, 0.06, -0.10], [-0.45, 1.14, -1.23], [3.28, -2.96, 0.85], [-1.18, 0.90, -0.48], [-0.10, 0.32, 0.08], [-0.18, 0.43, -0.06]], "lumo_energy_ev": 0.5, "total_energy_ha": -379.95653, "smiles": "C=CC(C)=O.N=C=N", "e_above_lowest_kcal_mol": 82.6}

---

{"formula": "C5H8N2O", "method": "ωB97M-V/def2-TZVPD", "elements": ["C", "C", "O", "C", "C", "N", "N", "C", "H", "H", "H", "H", "H", "H", "H", "H"], "coordinates": [[-2.4759, 0.7103, -0.3912], [-1.5154, -0.2060, 0.4923], [-0.9296, -1.4463, 0.0681], [0.3854, -0.6394, -0.3926], [1.9443, -0.7789, -0.1884], [2.1852, 0.5011, -0.0975], [1.0638, 1.3050, 0.0045], [-0.0046, 0.2621, 0.4887], [-2.6249, 1.7608, -0.1540], [-2.1277, 0.6087, -1.3745], [-3.6807, 0.6560, -0.5406], [-1.8509, -0.2677, 1.5848], [0.0408, -0.6156, -1.4415], [2.9880, -1.4963, 0.0079], [1.5747, 2.1861, 0.5538], [0.3711, 0.0070, 1.4158]], "atomic_forces_ev_per_a": [[-2.86, -0.97, 0.13], [-0.03, 2.32, 1.55], [0.07, -0.22, -0.33], [0.21, -9.27, -4.73], [1.24, 0.66, 0.56], [1.02, -1.35, 0.23], [1.48, 3.38, 1.52], [-0.80, 7.50, 2.79], [1.62, 0.26, 0.65], [0.55, 0.27, -1.57], [2.52, -1.62, 0.81], [0.16, -0.04, -1.62], [1.00, 0.81, 0.26], [-3.85, 1.74, -1.20], [-2.84, -2.79, -1.33], [0.48, -0.68, 2.27]], "lumo_energy_ev": 0.9, "total_energy_ha": -379.78580, "smiles": "C[C@H]1O[C@@H]2C=NN[C@@H]12", "e_above_lowest_kcal_mol": 189.7}